P) # CH2N2O4S

A cluster of 2 separate species, CH2N2O4S in total (ωB97M-V/def2-TZVPD, the Open Molecules 2025 dataset).

E_LUMO   -0.3 eV
Gap between HOMO and LUMO   10.502 eV
SMILES string   O=S(=O)=NO.N=C=O
Highest occupied orbital energy   -10.80 eV

```
! RIJCOSX wB97M-V def2-TZVPD def2/J DEFGRID3
* xyz 0 1
O 3.051 0.779 -0.636
S 2.101 0.088 0.226
O 1.776 0.633 1.511
N 1.447 -1.234 -0.282
O 0.679 -1.897 0.662
H -0.238 -1.685 0.440
N -2.454 1.405 -0.747
C -2.010 0.342 -0.481
O -1.738 -0.754 -0.298
H -2.613 2.324 -0.396
*
```

Q) # CH2N2O4S

A cluster of 2 separate species, CH2N2O4S in total (ωB97M-V/def2-TZVPD, the Open Molecules 2025 dataset).

E_LUMO   -1.8 eV
Gap between HOMO and LUMO   8.087 eV
Highest occupied orbital energy   -9.84 eV

```
! RIJCOSX wB97M-V def2-TZVPD def2/J DEFGRID3
* xyz 0 1
C -0.887 -0.852 0.177
N -1.319 0.393 0.113
N 0.389 -1.075 -0.519
O 1.021 -2.065 -0.266
O -1.407 -1.791 0.742
O 0.898 2.042 -0.913
O 1.911 0.581 0.809
S 1.905 1.044 -0.589
H -0.493 0.972 -0.156
H -2.018 0.750 0.602
*
```

Order of stability, best first: Q), P)

P) # C3H9S

A cluster of 2 separate species, C3H9S in total (ωB97M-V/def2-TZVPD, the Open Molecules 2025 dataset).

E_LUMO   3.6 eV
Gap between HOMO and LUMO   5.596 eV
Highest occupied orbital energy   -1.96 eV

```
! RIJCOSX wB97M-V def2-TZVPD def2/J DEFGRID3
* xyz -1 1
C 1.778 -1.082 -0.943
C 0.622 -1.456 -0.002
H 1.480 -0.698 -1.916
H 2.422 -0.320 -0.498
H 2.419 -1.954 -1.093
H 1.107 -1.714 0.939
H 0.138 -2.353 -0.389
H -0.137 -0.686 0.109
C -1.939 1.991 0.861
S -2.243 3.000 -0.612
H -2.406 2.482 1.718
H -0.866 1.809 0.977
H -2.377 0.981 0.849
*
```

Q) # C3H9S

A cluster of 2 separate species, C3H9S in total (ωB97M-V/def2-TZVPD, the Open Molecules 2025 dataset).

E_LUMO   3.6 eV
Gap between HOMO and LUMO   5.981 eV
Highest occupied orbital energy   -2.38 eV

```
! RIJCOSX wB97M-V def2-TZVPD def2/J DEFGRID3
* xyz -1 1
S -3.185 -0.259 -2.931
H -4.465 -0.231 -2.377
C 0.945 -1.047 1.192
C 0.081 0.122 0.610
C 0.902 1.079 -0.239
H 1.921 -0.622 1.465
H 1.050 -1.950 0.562
H 0.338 -1.419 2.097
H -0.401 0.669 1.382
H -0.636 -0.395 -0.108
H 1.455 0.639 -1.119
H 0.331 1.802 -0.867
H 1.664 1.612 0.333
*
```

Order of stability, best first: Q), P)

P) # C4H14NO

A cluster of 2 separate species, C4H14NO in total (ωB97M-V/def2-TZVPD, the Open Molecules 2025 dataset).

E_LUMO   -3.3 eV
Gap between HOMO and LUMO   11.201 eV
Highest occupied orbital energy   -14.55 eV

```
! RIJCOSX wB97M-V def2-TZVPD def2/J DEFGRID3
* xyz 1 1
C 0.149 0.016 0.245
C -1.199 -0.435 -0.266
C -1.243 -0.562 -1.784
C -0.332 -1.728 -2.288
N 0.020 0.812 1.564
H 0.600 0.819 -0.387
H 1.014 -0.688 0.342
H -1.974 0.299 -0.137
H -1.355 -1.341 0.311
H -0.877 0.345 -2.287
H -2.297 -0.798 -1.951
H -0.522 -2.381 -1.441
H -0.841 -2.023 -3.215
H 0.738 -1.593 -2.408
H -0.211 0.051 2.208
H 0.907 1.237 1.899
H -0.552 1.631 1.385
H 2.619 2.731 2.285
H 2.959 1.779 3.354
O 2.398 1.830 2.568
*
```

Q) # C4H14NO

A cluster of 2 separate species, C4H14NO in total (ωB97M-V/def2-TZVPD, the Open Molecules 2025 dataset).

E_LUMO   -3.2 eV
Gap between HOMO and LUMO   11.967 eV
Highest occupied orbital energy   -15.20 eV

```
! RIJCOSX wB97M-V def2-TZVPD def2/J DEFGRID3
* xyz 1 1
C 1.153 0.146 0.418
C 0.234 -0.394 -0.592
C 1.076 -1.225 -1.577
C -0.868 -1.413 -0.057
N 0.386 1.005 1.493
H 1.655 -0.630 0.989
H 1.837 0.892 0.029
H -0.347 0.362 -1.117
H 1.758 -1.892 -1.046
H 0.505 -1.856 -2.252
H 1.679 -0.612 -2.259
H -1.210 -1.039 0.917
H -0.410 -2.367 0.180
H -1.643 -1.385 -0.807
H -0.457 1.493 1.120
H 0.054 0.435 2.278
H 1.074 1.678 1.820
H -2.295 1.573 -0.263
H -2.301 3.052 0.361
O -1.882 2.176 0.365
*
```

Order of stability, best first: Q), P)

P) # CH3N3O3

The molecule CH3N3O3 (ωB97M-V/def2-TZVPD, the Open Molecules 2025 dataset).

E_LUMO   0.7 eV
Gap between HOMO and LUMO   11.395 eV
SMILES string   [H]/N=[N+](\[O-])NOC=O
Highest occupied orbital energy   -10.73 eV

```
! RIJCOSX wB97M-V def2-TZVPD def2/J DEFGRID3
* xyz 0 1
H -0.339 -1.748 -2.274
N 0.127 -1.115 -1.623
N 0.052 -1.481 -0.457
O -0.479 -2.402 0.095
N 0.882 -0.547 0.457
O 0.119 -0.079 1.522
C -0.274 1.197 1.438
O -0.054 1.926 0.522
H 1.139 0.251 -0.140
H -0.800 1.446 2.371
*
```

Q) # CH3N3O3

The molecule CH3N3O3 (ωB97M-V/def2-TZVPD, the Open Molecules 2025 dataset).

E_LUMO   0.2 eV
Gap between HOMO and LUMO   10.440 eV
SMILES string   NN(C=O)[N+](=O)[O-]
Highest occupied orbital energy   -10.28 eV

```
! RIJCOSX wB97M-V def2-TZVPD def2/J DEFGRID3
* xyz 0 1
N -0.226 0.917 -0.240
N 0.159 -0.335 0.060
C -0.685 -1.446 0.248
O -1.847 -1.458 0.020
N 1.629 -0.619 -0.172
O 2.000 -1.720 -0.213
O 2.229 0.408 -0.174
H -0.119 1.324 -1.207
H -0.216 1.497 0.572
H -0.093 -2.345 0.549
*
```

Order of stability, best first: Q), P)

P) # C3H6N3P

A structure of composition C3H6N3P (ωB97M-V/def2-TZVPD, the Open Molecules 2025 dataset).

E_LUMO   0.3 eV
Gap between HOMO and LUMO   10.005 eV
Highest occupied orbital energy   -9.67 eV

```
! RIJCOSX wB97M-V def2-TZVPD def2/J DEFGRID3
* xyz 0 1
C 0.667 0.152 0.140
C -0.704 0.435 0.176
C 1.406 -1.129 0.222
N 1.284 1.321 0.006
N -0.892 1.733 0.036
N 0.323 2.222 -0.051
P -2.743 -0.704 -0.039
H 2.456 -0.920 0.410
H 1.005 -1.750 1.019
H 1.324 -1.674 -0.718
H 0.511 3.207 -0.168
H -2.161 -1.919 0.351
H -2.476 -0.974 -1.383
*
```

Q) # C3H6N3P

A cluster of 2 separate species, C3H6N3P in total (ωB97M-V/def2-TZVPD, the Open Molecules 2025 dataset).

E_LUMO (spin up / spin down)   0.1 / 0.1 eV
Gap between HOMO and LUMO (spin up / spin down)   6.815 / 6.816 eV
Highest occupied orbital energy (spin up / spin down)   -6.71 / -6.71 eV

```
! RIJCOSX wB97M-V def2-TZVPD def2/J DEFGRID3
* xyz 0 1
C 1.400 0.800 -0.865
C 0.974 -0.529 -0.634
C 1.060 1.428 0.326
N 0.498 -0.677 0.582
N 0.504 0.540 1.158
N -2.127 -1.191 -0.111
P -2.693 0.299 -0.153
H 1.925 1.087 -1.774
H 0.762 -1.358 -1.206
H 0.218 0.751 2.100
H -1.980 -1.668 0.827
H -1.808 -1.866 -0.880
H 1.269 2.385 0.629
*
```

R) # C3H6N3P

A cluster of 2 separate species, C3H6N3P in total (ωB97M-V/def2-TZVPD, the Open Molecules 2025 dataset).

E_LUMO   0.0 eV
Gap between HOMO and LUMO   7.766 eV
Highest occupied orbital energy   -7.77 eV

```
! RIJCOSX wB97M-V def2-TZVPD def2/J DEFGRID3
* xyz 0 1
C -0.804 -1.797 -0.195
C 0.189 0.497 -2.130
C -0.762 0.647 1.088
N -0.397 -2.224 0.976
N 0.992 1.235 -1.626
N -0.936 1.915 0.954
P -1.626 -0.164 -0.382
H -0.775 -2.274 -1.133
H -0.274 -0.076 -3.016
H -0.303 0.083 1.872
H -0.055 -3.196 0.742
H 1.800 1.595 -2.182
H -0.527 2.501 1.735
*
```

Order of stability, best first: P), Q), R)

P) # C7H8O

The molecule C7H8O (ωB97M-V/def2-TZVPD, the Open Molecules 2025 dataset).

E_LUMO   1.1 eV
Gap between HOMO and LUMO   10.295 eV
SMILES string   C1=C[C@H]2C=C[C@@H](C1)O2
Highest occupied orbital energy   -9.23 eV

```
! RIJCOSX wB97M-V def2-TZVPD def2/J DEFGRID3
* xyz 0 1
C -1.593 -0.153 -0.214
C -0.945 -1.279 -0.117
C 0.454 -1.278 0.566
C 1.464 -0.768 -0.467
C 1.486 0.509 -0.496
C 0.492 1.083 0.508
C -0.840 1.153 -0.052
O 0.358 -0.085 1.419
H -2.556 -0.154 -0.653
H -1.660 -2.192 -0.203
H 0.738 -2.099 1.189
H 2.027 -1.396 -1.150
H 1.835 1.098 -1.268
H 0.949 1.912 1.173
H -1.359 1.778 0.641
H -0.852 1.872 -0.876
*
```

Q) # C7H8O

A cluster of 2 separate species, C7H8O in total (ωB97M-V/def2-TZVPD, the Open Molecules 2025 dataset).

E_LUMO   -0.6 eV
Gap between HOMO and LUMO   8.193 eV
SMILES string   C=C=C=O.CC#CC
Highest occupied orbital energy   -8.81 eV

```
! RIJCOSX wB97M-V def2-TZVPD def2/J DEFGRID3
* xyz 0 1
C -1.615 -1.172 1.482
C -0.783 -0.359 2.051
C -0.028 0.557 2.545
O 0.728 1.155 3.234
H -1.826 -2.130 1.707
H -2.245 -0.857 0.508
C 1.034 -1.571 -1.825
C 0.527 -0.279 -1.359
C 0.420 0.847 -0.963
C 0.100 2.137 -0.455
H 1.991 -1.819 -1.508
H 1.160 -1.488 -3.037
H 0.404 -2.540 -1.571
H 0.667 2.555 0.403
H -0.868 2.044 0.045
H 0.336 2.919 -1.258
*
```

R) # C7H8O

The molecule C7H8O (ωB97M-V/def2-TZVPD, the Open Molecules 2025 dataset).

E_LUMO   1.1 eV
Gap between HOMO and LUMO   9.068 eV
SMILES string   C=Cc1ccoc1C
Highest occupied orbital energy   -8.02 eV

```
! RIJCOSX wB97M-V def2-TZVPD def2/J DEFGRID3
* xyz 0 1
C -2.685 -0.052 0.005
C -1.448 0.492 -0.130
C -0.188 -0.208 -0.106
C -0.064 -1.626 0.090
C 1.256 -1.844 -0.069
O 1.985 -0.671 -0.064
C 1.071 0.367 -0.121
C 1.615 1.700 0.079
H -3.596 0.440 -0.138
H -2.792 -1.124 0.230
H -1.466 1.591 -0.131
H -0.844 -2.335 0.229
H 1.867 -2.727 -0.165
H 1.204 2.280 -0.774
H 1.344 2.055 1.034
H 2.741 1.664 0.030
*
```

Order of stability, best first: R), P), Q)